C4H10ClN | ωB97M-V/def2-TZVPD

```
16
Properties=species:S:1:pos:R:3:mulliken_charge:R:1
C -0.5283 1.5048 -1.9528 -0.74
N 0.5354 1.0739 -1.0240 -0.31
C 0.0470 -0.0776 -0.2608 -0.65
C 0.5996 -0.5121 1.0651 0.36
C -0.0411 -1.6506 1.7124 -1.30
Cl 2.4076 -0.5473 1.0746 -0.21
H -0.1707 1.7215 -2.9523 0.27
H -1.3175 0.7239 -1.9784 0.27
H -1.0840 2.4587 -1.7283 0.25
H 0.7966 1.8073 -0.3411 0.25
H -1.0933 -0.0673 -0.1611 0.28
H 0.1613 -0.9761 -0.9443 0.30
H 0.4879 0.4162 1.7513 0.19
H -1.0383 -1.2872 2.0066 0.33
H 0.4905 -2.0165 2.5695 0.39
H -0.2528 -2.5715 1.1637 0.32
```

Calculated values
Highest occupied orbital energy   -9.06 eV
Spin multiplicity   1
LUMO level   1.0 eV
F_max   0.0897 Eh/bohr
Energy above the lowest of the compared OMol25 structures with the same formula, charge and spin   1.225 eV

***

C4H10ClN | ωB97M-V/def2-TZVPD

```
16
Properties=species:S:1:pos:R:3:mulliken_charge:R:1
C 0.4054 0.4370 1.3492 -1.41
C 0.4038 0.2452 -0.2266 0.50
C 0.8953 1.4745 -0.8553 -1.23
N -0.8598 -0.3949 -0.7759 -0.23
C -1.0360 -1.8053 -0.4064 -0.68
Cl -2.2386 0.5354 0.0025 -0.18
H 0.0020 1.3357 1.5570 0.47
H -0.0806 -0.4004 1.8542 0.35
H 1.4033 0.2906 1.7648 0.42
H 1.1504 -0.5772 -0.3512 0.23
H 0.8638 1.3711 -2.0110 0.31
H 1.9471 1.6079 -0.3964 0.31
H 0.4087 2.4517 -0.6037 0.29
H -1.9992 -2.1891 -0.6012 0.31
H -0.3614 -2.3866 -1.0329 0.30
H -0.9043 -1.9955 0.7328 0.25
```

Calculated values
Highest occupied orbital energy   -9.26 eV
Spin multiplicity   1
LUMO level   0.8 eV
F_max   0.0853 Eh/bohr
Energy above the lowest of the compared OMol25 structures with the same formula, charge and spin   2.235 eV

***

C4H10ClN | ωB97M-V/def2-TZVPD

```
16
Properties=species:S:1:pos:R:3:mulliken_charge:R:1
C -2.6248 -0.2717 -0.3623 -1.34
C -1.3756 -0.6380 0.4631 -0.41
C 0.0047 -0.2361 -0.1506 -0.16
Cl 0.4297 1.5590 0.0807 -0.20
C 1.0372 -1.1467 0.3326 -0.54
N 2.2930 -0.8941 -0.3474 -0.70
H -2.7687 0.8150 -0.5848 0.30
H -2.7773 -0.7778 -1.2735 0.38
H -3.5691 -0.4123 0.1687 0.38
H -1.4365 -1.6940 0.3904 0.31
H -1.3987 -0.1949 1.5130 0.33
H 0.0342 -0.4770 -1.1798 0.41
H 1.0129 -1.1380 1.4604 0.28
H 0.5742 -2.0539 0.0254 0.34
H 2.0297 -0.4920 -1.2445 0.29
H 2.6934 -0.0647 0.0869 0.33
```

Calculated values
Highest occupied orbital energy   -9.79 eV
Spin multiplicity   1
LUMO level   0.9 eV
F_max   0.0603 Eh/bohr
Energy above the lowest of the compared OMol25 structures with the same formula, charge and spin   0.995 eV

***

C4H10ClN3 | ωB97M-V/def2-TZVPD

```
18
Properties=species:S:1:pos:R:3:mulliken_charge:R:1
C -1.3344 1.2162 0.7962 -1.03
C -0.4902 0.2718 0.4322 0.31
C 0.9771 -1.8571 0.1878 -1.09
C -0.2989 -1.0567 -0.0626 0.87
N -1.4701 -1.7878 0.0066 -0.50
N 1.1817 2.6260 -0.3201 -0.34
N 1.5257 1.3615 0.1458 -0.37
Cl -0.4764 -0.4736 -2.1005 -0.35
H -1.0803 2.2578 0.9545 0.10
H -2.3656 1.0465 1.1068 0.30
H 0.8095 -2.9331 0.0920 0.39
H 1.9367 -1.5359 -0.4114 0.18
H 1.0686 -1.5136 1.2019 0.36
H -2.3012 -1.3564 -0.3045 0.24
H -1.3991 -2.8197 -0.1607 0.19
H 1.0645 2.7332 -1.3254 0.24
H 0.5837 3.0331 0.3718 0.27
H 2.0686 0.7880 -0.6106 0.23
```

Calculated values
Highest occupied orbital energy (spin up / spin down)   -7.81 / -7.56 eV
Spin multiplicity   1
LUMO level (spin up / spin down)   0.4 / 0.4 eV
F_max   0.0724 Eh/bohr
Energy above the lowest of the compared OMol25 structures with the same formula, charge and spin   5.271 eV

***

C4H10CrO2 | ωB97M-V/def2-TZVPD

```
17
Properties=species:S:1:pos:R:3:mulliken_charge:R:1
H 2.0998 -1.3873 1.4707 0.13
C 2.3949 -1.0231 -0.5457 -0.16
O 1.5150 -0.1034 -0.5855 -0.24
C 0.2523 -0.2976 -1.2912 -0.57
C -0.7816 0.6155 -0.6836 -0.29
O -0.8160 0.4791 0.7398 -0.52
C -2.0265 0.9366 1.3699 -0.62
H 3.3839 -0.6942 -0.2103 0.39
H 2.1793 -1.9869 -1.0250 0.36
H -0.0280 -1.3566 -1.2380 0.44
H 0.4496 -0.0040 -2.3284 0.36
H -1.7610 0.3320 -1.0896 0.40
H -0.5777 1.6642 -0.9321 0.41
H -1.8639 0.9059 2.4519 0.26
H -2.2365 1.9664 1.0585 0.32
H -2.8457 0.2632 1.0918 0.34
Cr 0.6622 -0.3100 1.7472 0.97
```

Calculated values
Highest occupied orbital energy (spin up / spin down)   -19.10 / -19.42 eV
Spin multiplicity   5
LUMO level (spin up / spin down)   -10.4 / -10.0 eV
Charge   +2
F_max   0.0483 Eh/bohr
Energy above the lowest of the compared OMol25 structures with the same formula, charge and spin   0.814 eV

***

C4H10F | ωB97M-V/def2-TZVPD

```
15
Properties=species:S:1:pos:R:3:mulliken_charge:R:1
C 0.1663 -2.0072 0.0042 -1.19
C -0.4473 1.8484 0.1041 -1.15
C 0.3840 -0.5383 0.3660 -0.28
C -0.6650 0.3796 -0.2576 -0.42
H 0.9375 -2.6451 0.4679 0.33
H 0.2128 -2.1379 -1.0900 0.28
H -0.8243 -2.3405 0.3566 0.29
H 0.5433 2.1817 -0.2482 0.29
H -0.4938 1.9791 1.1983 0.26
H -1.2185 2.4863 -0.3595 0.34
H 0.3517 -0.4209 1.4663 0.27
H 1.3867 -0.2188 0.0227 0.31
H -0.6327 0.2621 -1.3579 0.26
H -1.6677 0.0600 0.0857 0.31
F 1.9670 1.1114 -0.7585 -0.90
```

Calculated values
Highest occupied orbital energy   -3.61 eV
Spin multiplicity   1
LUMO level   4.5 eV
Charge   -1
F_max   0.0305 Eh/bohr
Energy above the lowest of the compared OMol25 structures with the same formula, charge and spin   0.266 eV

***

C4H10F30HfO2P5 | ωB97M-V/def2-TZVPD

```
52
Properties=species:S:1:pos:R:3:mulliken_charge:R:1
Hf -0.0923 0.3248 0.3633 1.93
P 1.9873 2.6117 0.8781 1.13
F 3.5997 2.2867 0.6477 -0.38
F 1.7548 1.1465 1.5235 -0.26
F 2.1112 3.4252 2.3102 -0.36
F 0.4119 2.5149 1.0325 -0.27
F 1.9273 3.8962 -0.0708 -0.33
F 1.6081 1.6099 -0.3348 -0.20
P 0.1338 -0.3963 3.7460 1.52
F -1.3919 -0.9779 3.7056 -0.36
F -0.2758 0.4936 5.0317 -0.35
F 0.7020 -1.6415 4.5693 -0.36
F 1.6169 0.2009 3.7739 -0.33
F 0.4573 -0.9317 2.2007 -0.52
F -0.3168 0.8798 2.7778 -0.39
P 3.1449 -1.8463 -0.1553 1.44
F 2.5904 -2.5062 1.2304 -0.34
F 3.8753 -0.7078 0.6763 -0.37
F 4.4048 -2.8340 -0.2380 -0.32
F 3.5945 -1.2327 -1.5978 -0.38
F 2.2700 -2.9241 -1.0225 -0.37
F 1.8370 -0.9213 -0.1240 -0.11
P -1.4325 3.4697 -1.5019 1.64
F 0.0676 3.9954 -1.8173 -0.39
F -1.4343 3.8995 0.0514 -0.33
F -2.0212 4.8996 -1.9728 -0.35
F -2.9773 2.9740 -1.2596 -0.34
F -1.6070 2.9426 -3.0148 -0.39
F -0.8345 1.9865 -1.1860 -0.64
P -3.1644 0.0604 0.5230 1.29
F -4.1773 0.3160 1.7890 -0.35
F -3.6723 -1.3809 0.0705 -0.42
F -4.2106 0.8136 -0.4512 -0.35
F -2.0726 0.0505 -0.6705 -0.37
F -2.3029 1.3524 0.8754 -0.28
F -1.9625 -0.6269 1.3339 -0.28
C 0.6201 0.5229 -2.9609 -1.08
O 0.2411 -0.3746 -1.9323 0.40
C -0.1238 -1.6391 -2.4787 -1.10
C -0.6541 -2.6022 -1.3631 -1.14
O -0.4479 -2.0818 -0.0371 0.80
C -0.9360 -3.1114 0.8767 -1.09
H 1.4373 0.1967 -3.6043 0.22
H 1.0409 1.4644 -2.6078 0.22
H -0.2648 0.6733 -3.5792 0.37
H 0.6664 -2.1041 -3.0682 0.45
H -0.9380 -1.5605 -3.1991 0.55
H -0.1000 -3.5363 -1.4558 0.44
H -1.6247 -2.9801 -1.6845 0.70
H -0.1985 -3.8896 1.0731 0.26
H -1.8415 -3.5673 0.4761 0.32
H -1.0253 -2.6333 1.8522 0.24
```

Calculated values
Highest occupied orbital energy   -9.73 eV
Spin multiplicity   1
LUMO level   1.1 eV
Charge   -1
F_max   0.1280 Eh/bohr
Energy above the lowest of the compared OMol25 structures with the same formula, charge and spin   2.099 eV

***

C4H10F30HfO2P5 | ωB97M-V/def2-TZVPD

```
52
Properties=species:S:1:pos:R:3:mulliken_charge:R:1
Hf -0.3166 -0.3123 -0.0743 2.24
P -0.2491 -2.8989 1.8050 1.31
F -1.2618 -3.2449 3.0032 -0.35
F -0.5743 -4.2596 0.9371 -0.41
F -1.3630 -2.1139 0.8494 -0.32
F 0.6580 -2.3447 0.5560 -0.44
F -0.0581 -1.3565 2.2845 -0.43
F 1.0180 -3.4350 2.6433 -0.39
P 3.6808 -0.4082 0.2628 1.39
F 3.6201 -0.0868 -1.3522 -0.38
F 2.0462 -0.2345 0.3179 -0.53
F 3.5211 -1.9944 0.0192 -0.33
F 3.5445 -0.6271 1.8917 -0.39
F 5.2837 -0.6381 0.3198 -0.33
F 3.7457 1.1840 0.5708 -0.37
P -3.1703 0.4278 2.4545 1.41
F -2.4043 1.5657 3.2685 -0.38
F -4.4785 0.7566 3.3442 -0.34
F -3.7772 1.5658 1.4120 -0.39
F -3.7761 -0.7631 1.5371 -0.36
F -1.9171 0.2932 1.4364 -0.25
F -2.5120 -0.6847 3.4634 -0.37
P -2.7580 0.6247 -1.8280 1.34
F -1.3041 0.0839 -2.3262 -0.21
F -1.8541 1.3686 -0.7090 -0.37
F -2.5517 2.0055 -2.6369 -0.47
F -4.2224 0.9299 -1.1687 -0.35
F -3.3517 -0.0633 -3.1764 -0.38
F -2.5472 -0.6957 -0.9111 -0.33
P 0.3904 -2.6679 -2.6116 1.56
F 1.5105 -2.6357 -3.8333 -0.39
F -0.3325 -4.0537 -3.1739 -0.39
F 1.2772 -3.4390 -1.5439 -0.32
F -0.8681 -2.4477 -1.5277 -0.35
F 0.9284 -1.2714 -1.8707 -0.58
F -0.5822 -1.9029 -3.6714 -0.38
C 1.2205 1.3864 -2.7441 -1.08
O 0.6776 1.4328 -1.3602 0.24
C 1.2052 2.5582 -0.6971 -1.08
C 0.6961 2.7610 0.6862 -0.98
O 0.3586 1.5596 1.3263 0.23
C 0.5604 1.6996 2.7924 -1.17
H 0.8911 2.2436 -3.3314 0.39
H 0.9472 0.5374 -3.3707 0.26
H 2.2959 1.5536 -2.8041 0.36
H 0.8348 3.3921 -1.2933 0.57
H 2.2872 2.6211 -0.5807 0.50
H -0.1667 3.4161 0.5654 0.31
H 1.4654 3.3043 1.2350 0.47
H -0.1436 2.4176 3.2128 0.40
H 1.5542 2.0809 3.0270 0.41
H 0.3221 0.8099 3.3753 0.19
```

Calculated values
Highest occupied orbital energy (spin up / spin down)   -0.79 / -6.31 eV
Spin multiplicity   2
LUMO level (spin up / spin down)   4.5 / 4.5 eV
Charge   -2
F_max   0.0636 Eh/bohr

***

Which formula does entry 6 have?
C4H10F